{
  "formula": "C71H164F3N9O9S",
  "method": "wB97M-V/def2-TZVPD",
  "e_tot_ha": -4668.15794,
  "homo_energy_ha": -0.7475,
  "homo_lumo_gap_ha": 0.294,
  "total_charge": 8,
  "symbols": ["H", "H", "C", "C", "H", "H", "H", "H", "C", "C", "C", "H", "H", "C", "H", "C", "C", "H", "H", "H", "H", "H", "C", "N", "C", "C", "H", "C", "H", "H", "H", "C", "H", "C", "H", "H", "H", "C", "H", "H", "H", "H", "H", "O", "N", "H", "C", "H", "C", "H", "H", "C", "S", "C", "H", "O", "H", "H", "H", "H", "H", "H", "C", "H", "C", "H", "H", "H", "H", "H", "C", "H", "H", "C", "C", "H", "C", "N", "H", "H", "H", "H", "H", "H", "H", "H", "H", "H", "H", "C", "N", "C", "H", "C", "H", "F", "H", "H", "O", "H", "H", "N", "H", "O", "H", "H", "H", "H", "C", "O", "C", "H", "H", "H", "H", "C", "C", "H", "H", "O", "C", "H", "O", "H", "C", "H", "F", "H", "H", "H", "H", "H", "H", "C", "C", "C", "H", "N", "H", "H", "C", "H", "C", "C", "H", "H", "N", "H", "H", "H", "C", "H", "H", "C", "H", "H", "H", "H", "H", "C", "H", "H", "C", "C", "C", "H", "C", "H", "H", "H", "H", "C", "C", "H", "H", "H", "H", "O", "C", "H", "C", "H", "C", "H", "H", "H", "H", "H", "C", "H", "H", "C", "C", "H", "C", "H", "H", "H", "C", "H", "C", "H", "H", "C", "H", "H", "C", "H", "H", "H", "N", "H", "H", "C", "H", "H", "H", "C", "C", "C", "H", "H", "H", "H", "H", "H", "H", "H", "H", "C", "H", "H", "H", "H", "O", "H", "F", "H", "H", "H", "H", "H", "H", "H", "H", "C", "C", "H", "C", "C", "C", "H", "C", "H", "N", "H", "H"],
  "coordinates": [[33.1213, 16.3974, 15.6190], [23.8142, 6.7074, 17.5128], [20.2744, 16.1996, 17.3663], [15.6749, 12.3620, 20.4484], [32.1111, 13.9683, 16.0094], [20.7786, 11.2810, 11.6893], [26.8901, 24.3571, 12.6173], [21.4450, 8.6711, 12.5181], [18.5312, 11.0984, 30.4913], [32.9985, 11.7907, 17.4836], [22.4687, 10.5741, 12.6946], [20.4125, 9.4543, 22.4417], [23.2133, 17.1633, 21.3692], [14.8641, 14.5531, 11.8613], [34.6948, 16.2597, 16.3080], [31.0357, 18.6659, 25.5267], [17.5007, 18.1923, 10.6268], [15.7088, 14.5344, 18.9218], [21.0455, 12.9034, 17.2875], [24.0738, 15.7190, 18.8510], [26.8078, 21.5724, 12.4191], [12.8455, 14.6911, 12.4594], [16.0265, 12.4690, 12.5085], [31.0737, 18.9245, 24.0401], [24.7854, 20.4733, 14.0282], [23.7262, 7.8740, 13.1593], [25.7390, 17.2126, 19.5958], [26.2629, 22.2260, 13.1060], [33.2149, 11.8020, 16.4230], [24.6637, 8.9453, 16.8507], [22.8843, 14.2070, 17.9015], [19.5931, 10.1675, 22.5600], [17.8465, 14.9759, 25.7066], [15.4193, 18.4211, 15.7385], [22.9958, 10.2105, 11.8211], [17.8415, 14.8177, 30.3159], [15.0162, 12.4812, 21.2946], [23.6379, 17.1612, 20.3524], [11.2504, 13.8206, 14.4232], [23.9172, 20.5958, 14.6638], [14.5993, 15.1720, 11.0061], [21.0772, 7.8016, 15.3056], [16.9811, 11.2266, 22.5642], [17.2514, 17.1304, 14.3138], [32.0141, 12.8901, 17.9332], [21.2936, 11.8685, 23.7910], [17.7919, 12.1763, 29.6923], [19.6899, 11.3199, 27.6330], [24.7047, 24.4667, 14.4808], [20.1136, 9.6580, 30.1006], [25.6991, 20.2686, 14.5971], [32.2489, 19.2164, 21.9148], [16.7727, 17.1067, 15.6720], [24.1838, 8.3113, 16.1122], [33.0226, 19.7638, 23.9563], [16.0501, 15.9132, 16.0050], [29.8612, 12.6973, 18.0716], [18.0681, 11.9085, 21.4305], [15.1165, 12.2752, 19.5086], [30.5957, 19.8020, 23.8851], [30.5400, 10.6912, 19.1428], [20.8449, 23.4663, 15.6370], [19.4426, 10.2933, 29.5103], [19.1441, 16.1214, 25.6000], [16.0594, 14.6342, 19.9315], [16.6141, 12.8786, 13.3410], [14.2391, 11.3419, 12.1767], [18.9611, 11.5950, 31.3465], [25.4137, 18.1178, 21.0343], [21.6512, 17.5771, 18.3119], [20.7394, 13.7914, 17.8290], [21.4672, 6.8324, 13.8205], [33.9770, 11.9728, 17.9927], [19.7754, 18.1288, 11.4734], [27.4433, 17.9671, 25.0448], [22.4405, 16.3883, 17.2697], [21.4624, 11.6293, 12.4148], [24.7950, 24.1719, 12.9982], [20.0288, 17.5382, 10.6044], [20.4196, 21.2219, 11.5929], [31.8259, 12.1058, 19.9929], [18.4800, 20.9339, 10.2087], [15.2402, 15.3237, 12.5611], [20.0943, 15.5234, 19.9370], [20.8510, 22.6231, 14.1116], [17.8453, 17.5822, 9.7815], [24.5768, 19.7663, 13.2591], [30.3324, 9.9882, 17.5151], [14.7558, 11.0919, 13.7515], [12.3731, 12.2372, 13.5038], [17.4687, 11.1002, 21.6421], [16.4465, 11.0560, 20.5633], [19.5558, 15.0334, 30.0256], [13.5500, 13.9394, 12.2231], [31.8309, 17.9638, 25.7695], [14.7984, 18.5274, 16.8892], [21.0039, 9.6011, 13.9574], [19.5329, 14.4392, 25.4323], [28.6857, 18.6412, 24.9693], [31.6432, 18.2038, 19.4759], [10.0988, 11.5574, 14.7354], [13.7111, 12.9143, 13.3367], [20.5552, 12.6215, 30.2353], [31.3578, 18.1746, 21.5028], [12.4646, 11.6020, 14.4201], [14.6524, 17.5476, 10.8017], [18.0118, 15.7740, 27.8221], [19.6482, 15.2992, 28.0471], [18.8830, 15.1566, 25.9663], [22.5486, 23.5088, 14.3357], [21.8642, 7.2845, 14.7320], [34.1137, 14.9371, 15.2176], [21.1903, 11.1450, 28.4310], [14.3154, 18.3753, 9.3356], [27.0347, 18.1507, 26.0207], [20.2626, 14.8429, 16.7618], [23.3167, 7.2715, 16.7644], [15.7523, 10.2536, 20.7618], [30.4685, 18.2620, 23.5447], [17.7889, 17.5287, 16.5853], [20.5328, 20.3858, 10.9626], [26.8050, 18.4890, 24.3545], [16.5981, 13.3629, 20.3992], [23.2726, 7.2700, 12.4127], [23.1945, 24.6629, 14.7721], [21.4410, 15.2141, 21.0607], [14.4673, 18.2021, 14.8017], [30.5869, 12.2187, 16.4902], [19.9721, 13.5231, 18.5533], [19.5447, 17.5062, 12.3265], [13.4184, 14.4318, 14.7896], [24.0432, 23.5375, 12.7443], [13.9879, 12.9007, 15.4274], [32.4193, 19.0173, 23.3947], [32.1317, 14.1688, 17.0790], [32.3980, 10.4625, 17.9303], [17.2183, 17.5451, 11.4460], [18.6120, 19.0140, 11.1699], [24.0066, 9.9436, 14.7173], [16.6157, 11.6219, 12.1265], [29.7159, 18.0425, 25.8324], [17.8844, 18.7750, 13.1740], [15.9385, 13.5484, 11.4596], [21.0993, 23.5598, 14.5707], [21.8207, 18.8019, 11.1834], [32.5654, 9.7382, 17.1090], [22.7330, 8.4233, 14.1539], [30.1050, 17.5569, 20.1423], [9.0647, 12.6769, 13.8620], [25.0827, 23.5657, 15.0140], [25.1760, 17.2012, 20.5557], [24.3792, 7.2022, 13.6733], [18.8760, 20.2628, 12.8413], [26.0751, 23.6582, 12.4614], [19.5205, 16.3999, 18.1217], [29.8315, 16.9881, 25.5557], [20.9289, 11.9860, 13.2585], [15.1589, 13.9704, 14.5710], [23.3451, 5.7500, 15.2154], [20.1460, 12.6396, 29.2239], [34.1973, 14.2852, 17.6225], [23.2565, 18.0230, 19.7805], [21.0608, 15.8297, 20.2403], [14.0899, 13.6277, 14.5833], [32.0362, 13.0514, 19.4963], [21.2318, 19.2822, 12.7690], [23.3805, 9.1836, 15.1792], [17.1013, 13.8244, 28.0650], [9.8264, 11.4258, 12.9038], [19.3269, 19.7420, 9.2758], [12.1909, 11.5340, 12.6539], [18.1013, 19.5983, 12.4980], [19.1670, 20.0434, 10.2871], [15.9382, 19.6029, 10.8918], [15.5458, 17.0776, 9.3195], [20.5623, 24.3858, 14.1158], [31.2502, 19.6401, 25.9707], [19.9550, 11.4416, 22.1135], [21.2510, 11.7803, 22.6904], [19.3115, 14.4895, 16.4061], [33.8416, 15.6840, 15.9806], [25.9714, 23.5130, 11.3858], [30.8860, 10.7475, 18.1141], [31.7762, 20.1860, 21.6789], [17.2876, 11.8585, 28.8010], [21.0072, 16.8895, 20.4900], [20.0471, 17.0000, 16.6360], [16.9531, 12.6822, 30.2352], [21.6212, 16.5471, 17.9636], [20.8350, 13.3782, 28.7492], [30.4632, 19.2977, 19.9871], [14.6890, 11.8726, 13.0002], [30.6919, 12.1783, 17.5615], [16.9211, 15.2484, 19.8053], [20.1539, 11.2982, 28.6114], [21.9785, 12.4947, 12.0006], [25.5287, 16.3508, 21.1379], [22.5695, 9.7771, 15.6342], [33.3942, 14.9602, 17.3211], [21.9550, 11.0356, 22.3805], [15.1178, 17.8908, 9.8870], [22.5608, 7.7751, 17.3916], [33.2079, 19.1873, 21.3527], [30.8514, 18.3226, 20.1894], [16.4640, 19.5359, 9.2855], [17.0566, 10.9099, 19.6695], [21.9886, 14.2284, 18.5116], [23.4174, 15.0421, 20.3496], [21.4885, 12.7610, 22.3215], [18.8669, 13.8730, 31.2357], [18.7411, 13.2256, 29.2393], [17.2918, 20.3084, 12.3630], [19.3591, 10.2523, 23.6199], [9.9723, 12.1055, 13.7679], [18.2526, 12.8622, 27.2485], [24.9519, 7.8605, 15.4702], [26.7596, 22.1626, 14.1213], [20.9382, 19.1271, 11.7334], [18.7432, 15.0376, 27.4488], [18.3577, 9.8510, 21.7196], [32.9983, 13.4510, 19.7818], [23.1254, 24.8776, 15.8614], [10.9427, 13.7468, 12.6996], [16.9149, 14.0394, 11.3372], [32.9003, 18.0326, 23.5483], [20.8406, 14.8593, 15.8569], [25.3499, 25.3352, 14.6973], [18.5883, 9.5692, 20.7195], [31.2287, 13.7492, 19.6939], [11.1321, 13.1015, 13.5905], [24.3028, 8.6764, 12.7310], [23.3141, 10.9454, 13.2602], [22.7934, 25.5222, 14.2815], [27.5085, 16.9096, 24.7763], [24.9200, 21.7347, 13.3085], [17.8165, 10.4315, 30.8630], [16.0046, 19.6098, 15.4141], [24.6038, 24.9685, 12.4365], [15.2549, 15.0091, 20.5563], [32.8944, 10.1207, 18.8454], [31.2501, 14.7295, 17.3697], [33.4094, 15.7005, 18.1077], [21.9709, 5.8060, 16.2289], [29.4248, 18.0819, 26.8812], [17.6989, 9.0904, 22.0936], [21.8400, 9.3124, 13.3159], [22.6759, 6.4305, 15.6758], [15.7390, 13.1082, 10.4812], [18.7730, 14.3052, 30.2445], [18.1896, 13.7370, 27.9250], [16.2611, 18.8835, 10.1467], [22.2394, 13.5579, 19.3436], [23.3283, 15.8659, 19.6452], [18.7352, 9.6675, 28.9808], [21.9191, 15.6152, 19.1102], [21.1951, 20.6161, 10.1309], [13.0430, 13.3746, 11.4276]]
}

***

{
  "formula": "C15H26NOPRe",
  "method": "wB97M-V/def2-TZVPD",
  "multiplicity": 4,
  "e_tot_ha": -1135.91248,
  "homo_energy_ha": [-0.5124, -0.5466],
  "homo_lumo_gap_ha": [0.220, 0.197],
  "total_charge": 2,
  "s2": 3.90,
  "e_above_lowest_kcal_mol": 4.7,
  "symbols": ["C", "H", "H", "H", "H", "H", "C", "H", "H", "H", "C", "H", "H", "C", "C", "C", "H", "Re", "H", "H", "H", "H", "C", "H", "H", "C", "O", "H", "C", "H", "C", "H", "C", "H", "H", "N", "P", "H", "C", "H", "H", "H", "C", "C", "C"],
  "coordinates": [[0.1161, -0.8482, 4.4614], [3.7435, -1.7371, 0.4169], [-2.1830, -2.1407, -3.0667], [2.4257, -0.9195, 2.5782], [-1.3902, 0.9672, -4.0351], [0.6486, 0.7315, -3.5812], [0.2024, 0.9854, -2.6079], [-1.9729, -2.4303, 2.2731], [-0.6970, 4.5529, 0.2875], [-1.7080, 1.9145, -2.5738], [0.9775, 0.1924, -1.5615], [-0.6528, -2.8207, 1.1556], [1.6494, 2.0290, 2.3756], [-0.8858, -2.5484, 2.1947], [-1.3212, 0.9413, -2.9335], [2.9333, -1.2805, -0.1625], [-0.8706, -0.6134, 4.8756], [0.4690, 0.9957, 1.5547], [0.7883, -0.0105, 4.6792], [-0.5945, -1.4881, -2.6259], [-4.0409, -0.3926, -1.4481], [-2.7687, 0.3607, -0.4861], [0.2722, 2.6698, 0.3709], [1.7318, -2.4559, 2.0098], [-1.1700, 3.5261, 1.6728], [3.1003, -1.0621, -1.5207], [1.1974, 2.9606, -0.3849], [-1.7366, -1.8704, -1.3762], [-3.1848, 0.2798, -1.5153], [0.5070, -1.7702, 4.9028], [-0.9357, 3.5240, 0.5991], [-0.5749, -3.3814, 2.8412], [1.7633, -0.8759, 0.5137], [-1.8255, 3.2007, 0.0385], [2.2714, -0.1992, -3.2498], [-2.2212, -0.1218, -2.5103], [-0.0546, -0.9326, 2.6234], [2.0736, 1.3269, 2.3362], [1.6592, -1.3587, 1.9209], [0.5346, 2.0282, -2.5206], [3.9749, -1.4524, -2.0769], [-3.5226, 1.2814, -1.7686], [2.1131, -0.3382, -2.1794], [0.8229, 0.0344, -0.1036], [-1.6641, -1.4539, -2.3934]]
}